[1]
{
  "formula": "C27H67IN5O8S",
  "method": "ωB97M-V with the def2-TZVPD basis set",
  "fmax_ev_per_a": 1.74,
  "total_charge": -1,
  "elements": ["S", "C", "C", "C", "N", "I", "H", "H", "H", "H", "H", "H", "H", "C", "O", "C", "C", "N", "C", "C", "O", "C", "H", "H", "H", "H", "H", "H", "H", "H", "H", "H", "H", "H", "H", "H", "H", "C", "O", "C", "C", "N", "C", "C", "O", "C", "H", "H", "H", "H", "H", "H", "H", "H", "H", "H", "H", "H", "H", "H", "H", "C", "O", "C", "C", "N", "C", "C", "O", "C", "H", "H", "H", "H", "H", "H", "H", "H", "H", "H", "H", "H", "H", "H", "H", "C", "O", "C", "C", "N", "C", "C", "O", "C", "H", "H", "H", "H", "H", "H", "H", "H", "H", "H", "H", "H", "H", "H", "H"],
  "positions_angstrom": [[-0.18860, -1.13713, 2.91598], [0.35558, -0.12535, 1.47897], [1.26421, -0.99662, 0.54211], [2.69333, -1.06999, 1.11963], [3.33395, 0.26942, 1.05651], [4.90319, 0.15676, 2.44108], [0.84546, -1.91771, 3.34491], [0.89882, 0.73453, 1.87009], [-0.49818, 0.18751, 0.86982], [0.82404, -2.00362, 0.56898], [1.23447, -0.59699, -0.47742], [2.64290, -1.36687, 2.18079], [3.26176, -1.79577, 0.50175], [-3.43941, -7.81761, -0.12192], [-3.56084, -6.43504, 0.14842], [-3.92917, -6.13743, 1.49227], [-2.77321, -5.51157, 2.25525], [-1.70995, -6.48073, 2.50241], [-0.46060, -5.88886, 2.98567], [0.26125, -4.88715, 2.08187], [0.81718, -5.45323, 0.90498], [-0.08674, -5.60344, -0.17192], [-3.35719, -7.93764, -1.20192], [-2.53924, -8.23914, 0.33642], [-4.31979, -8.36817, 0.22279], [-4.31343, -7.02261, 2.00743], [-4.74076, -5.40648, 1.43864], [-3.13868, -5.13238, 3.21414], [-2.41500, -4.65716, 1.66891], [-1.51368, -6.97882, 1.64604], [0.22693, -6.71871, 3.17139], [-0.65185, -5.41625, 3.95383], [1.11303, -4.50232, 2.64835], [-0.35580, -4.01590, 1.84148], [-0.83594, -4.80851, -0.19541], [-0.57426, -6.58183, -0.13815], [0.48929, -5.56050, -1.09770], [12.74119, -3.50313, 2.15199], [11.79581, -3.13398, 1.16823], [10.93732, -4.19656, 0.76228], [9.51765, -3.98218, 1.26138], [9.43210, -4.13960, 2.70943], [8.16460, -3.68627, 3.29170], [7.77869, -2.21251, 3.14216], [8.60294, -1.31650, 3.87505], [9.80863, -0.95160, 3.23497], [13.46241, -2.69069, 2.23926], [12.26936, -3.64517, 3.12930], [13.27643, -4.41377, 1.86621], [11.32740, -5.16860, 1.07820], [10.92232, -4.18463, -0.33113], [8.85563, -4.71118, 0.78463], [9.20332, -2.98163, 0.94295], [10.18221, -3.61880, 3.14054], [8.22009, -3.90330, 4.36225], [7.35693, -4.30335, 2.88719], [6.77783, -2.10020, 3.56316], [7.69694, -1.89881, 2.09780], [9.69956, -0.89938, 2.14946], [10.61597, -1.64023, 3.50169], [10.09301, 0.03707, 3.59960], [-3.66016, -0.25294, 0.03957], [-2.74334, 0.27288, -0.90293], [-2.57798, -0.53193, -2.06429], [-3.19445, 0.13724, -3.28146], [-4.65238, 0.15822, -3.19664], [-5.30254, 1.01926, -4.18246], [-4.99459, 2.51904, -4.15357], [-5.49624, 3.20130, -3.01663], [-4.67624, 3.12197, -1.85964], [-3.55410, 0.32085, 0.95963], [-4.69488, -0.15072, -0.30664], [-3.44316, -1.30169, 0.25945], [-2.97804, -1.53862, -1.91623], [-1.50163, -0.62461, -2.23055], [-2.89764, -0.40798, -4.18249], [-2.77729, 1.14931, -3.34526], [-4.92238, 0.47186, -2.27515], [-6.37997, 0.90453, -4.03499], [-5.07917, 0.63323, -5.18203], [-5.50786, 2.96596, -5.01000], [-3.92977, 2.73404, -4.29400], [-3.61344, 3.08770, -2.10758], [-4.94910, 2.25944, -1.24857], [-4.86151, 4.01394, -1.25857], [-6.59450, 6.67520, -3.42872], [-6.76921, 8.06462, -3.20462], [-7.19684, 8.38540, -1.88650], [-6.08626, 9.06572, -1.10345], [-5.00622, 8.13415, -0.79572], [-3.78809, 8.76687, -0.28995], [-3.05782, 9.76148, -1.19655], [-2.45311, 9.18223, -2.33948], [-3.31854, 8.98201, -3.44345], [-6.46658, 6.52446, -4.50006], [-5.69971, 6.29787, -2.92513], [-7.46818, 6.10622, -3.10069], [-7.57227, 7.50367, -1.36011], [-8.02746, 9.08959, -1.98861], [-6.49363, 9.46048, -0.16756], [-5.73330, 9.91351, -1.70340], [-4.77094, 7.61686, -1.63097], [-3.08864, 7.95924, -0.06058], [-4.02077, 9.25977, 0.65905], [-2.23319, 10.17848, -0.61254], [-3.68683, 10.61240, -1.48185], [-4.08648, 9.75598, -3.51189], [-3.78166, 7.99382, -3.40045], [-2.71336, 9.01601, -4.35048]],
  "forces_ev_per_a": [[-1.06, -0.01, 0.40], [1.31, -0.98, -0.60], [-0.09, 0.50, 1.32], [0.46, 1.21, -0.63], [-0.44, -0.56, 0.20], [-0.08, 0.22, -0.29], [0.03, 0.75, -0.78], [0.06, -0.05, -0.29], [-0.36, -0.12, 0.72], [0.12, 0.09, -0.40], [0.21, -0.01, 0.12], [-0.16, -0.66, -0.34], [-0.13, -0.33, 0.48], [0.06, 0.20, -0.12], [-0.08, -0.31, 0.08], [0.04, 0.45, 0.05], [0.12, -0.28, -0.18], [-0.09, 0.16, 0.06], [0.07, -0.22, -0.15], [0.15, 0.03, 0.23], [-0.22, 0.00, 0.00], [0.34, -0.08, -0.01], [0.00, 0.06, 0.01], [-0.07, -0.14, 0.06], [0.03, -0.05, 0.04], [0.12, -0.09, -0.03], [-0.02, -0.01, 0.02], [0.01, 0.02, 0.00], [-0.14, 0.13, 0.03], [0.00, 0.00, -0.06], [0.03, 0.05, 0.04], [-0.03, 0.08, -0.03], [0.01, 0.01, -0.04], [-0.06, -0.04, -0.08], [-0.07, -0.03, 0.06], [-0.20, 0.04, -0.06], [0.04, 0.04, 0.04], [-0.09, 0.21, -0.09], [0.19, -0.24, 0.14], [-0.34, 0.18, -0.27], [0.22, 0.07, 0.28], [-0.07, -0.04, -0.15], [0.21, 0.08, 0.17], [-0.22, -0.24, 0.19], [0.14, -0.09, -0.18], [-0.14, 0.11, 0.32], [-0.04, 0.02, -0.04], [0.08, -0.14, 0.04], [-0.01, -0.04, 0.06], [0.01, 0.03, 0.14], [0.00, -0.02, -0.01], [-0.01, 0.01, 0.00], [-0.02, -0.02, -0.18], [0.02, 0.06, 0.00], [-0.07, 0.00, -0.01], [-0.02, 0.05, -0.08], [0.03, 0.05, -0.06], [0.09, 0.04, -0.02], [0.02, -0.08, -0.03], [0.12, -0.03, -0.19], [-0.06, 0.01, 0.00], [0.14, 0.19, 0.02], [-0.24, -0.20, 0.06], [0.32, 0.23, -0.21], [-0.21, -0.03, 0.23], [0.11, 0.14, -0.16], [-0.09, -0.08, 0.27], [-0.20, 0.00, -0.26], [0.20, -0.02, -0.02], [-0.28, 0.16, 0.07], [0.07, 0.01, -0.03], [-0.05, -0.16, 0.02], [-0.06, -0.02, 0.00], [-0.13, 0.04, 0.03], [0.01, -0.03, 0.00], [-0.01, 0.00, -0.01], [0.17, -0.03, -0.04], [0.01, -0.03, 0.06], [-0.01, 0.05, -0.08], [0.08, 0.05, -0.02], [-0.02, 0.00, 0.01], [0.07, -0.07, 0.15], [0.00, -0.10, -0.02], [0.19, -0.07, 0.04], [-0.02, 0.02, -0.07], [0.09, 0.13, -0.11], [-0.07, -0.26, 0.08], [0.01, 0.43, -0.02], [0.13, -0.29, -0.10], [-0.02, 0.24, 0.00], [0.00, -0.24, -0.13], [0.19, 0.00, 0.25], [-0.21, 0.13, -0.03], [0.31, -0.13, -0.01], [-0.01, 0.07, 0.01], [-0.09, -0.17, 0.05], [0.05, -0.05, 0.05], [0.12, -0.08, -0.01], [-0.02, 0.00, 0.03], [0.01, 0.00, 0.01], [-0.15, 0.12, 0.00], [-0.02, -0.05, -0.03], [0.04, 0.06, 0.04], [-0.02, 0.07, -0.03], [0.01, -0.03, -0.01], [-0.11, -0.07, -0.10], [-0.08, -0.04, 0.07], [-0.20, 0.05, -0.06], [0.04, 0.04, 0.05]]
}


[2]
{
  "formula": "C39H56N2PPbS",
  "method": "ωB97M-V with the def2-TZVPD basis set",
  "fmax_ev_per_a": 0.29,
  "relative_energy_ev": 0.0000,
  "total_charge": 3,
  "elements": ["Pb", "C", "C", "C", "C", "C", "C", "C", "C", "C", "C", "C", "C", "C", "C", "C", "C", "C", "C", "C", "C", "C", "P", "C", "C", "C", "C", "C", "C", "C", "C", "H", "H", "H", "H", "H", "H", "H", "H", "H", "H", "H", "H", "H", "H", "H", "H", "H", "H", "H", "H", "H", "H", "H", "H", "H", "H", "H", "H", "H", "H", "H", "H", "H", "H", "H", "H", "H", "H", "H", "H", "H", "H", "H", "H", "H", "C", "C", "C", "C", "C", "C", "C", "C", "H", "H", "H", "H", "H", "C", "N", "C", "N", "S", "H", "H", "H", "H", "H", "H"],
  "positions_angstrom": [[0.79044, -0.24670, 0.25758], [-3.74442, -3.56337, 0.92006], [-2.27204, -3.30742, 1.26112], [-1.33863, -4.08634, 0.33545], [-1.99778, -1.82276, 1.23269], [-1.94001, -1.07557, 2.39903], [-1.66268, 0.29787, 2.43427], [-1.62595, 0.99947, 3.77737], [-3.06154, 1.25414, 4.25765], [-0.85049, 0.21313, 4.83799], [-1.49576, 0.97867, 1.22253], [-1.66500, 0.26650, -0.01710], [-1.83918, -1.14212, 0.02649], [-1.94765, 1.01415, -1.30791], [-1.40424, 0.35078, -2.56971], [-3.47705, 1.16148, -1.40517], [-1.26184, 2.45891, 1.19289], [-2.37128, 3.27144, 1.41047], [-2.27074, 4.65348, 1.46205], [-1.03592, 5.26151, 1.29692], [0.07736, 4.47690, 1.05362], [-0.01496, 3.07940, 0.98886], [1.53082, 2.26280, 0.54336], [2.72586, 2.29934, 1.96685], [3.06714, 3.74712, 2.36183], [2.01883, 1.65190, 3.16553], [3.98566, 1.51403, 1.59459], [2.15898, 2.86702, -1.11182], [0.96400, 3.20409, -2.00714], [2.96165, 1.73743, -1.76758], [3.06843, 4.09871, -0.97545], [-3.96182, -4.62955, 0.97014], [-3.97170, -3.22529, -0.09395], [-4.41385, -3.04811, 1.60910], [-2.09470, -3.64395, 2.28588], [-1.57661, -3.91614, -0.71714], [-1.44583, -5.15530, 0.51484], [-0.29099, -3.82784, 0.51273], [-2.08256, -1.58836, 3.34317], [-1.13648, 1.96647, 3.63807], [-3.59614, 0.31057, 4.38368], [-3.63182, 1.87303, 3.56633], [-3.04363, 1.75667, 5.22429], [-1.41070, -0.65516, 5.18797], [-0.68325, 0.84677, 5.70873], [0.11825, -0.13283, 4.47533], [-1.95930, -1.67164, -0.91153], [-1.53312, 2.01831, -1.21811], [-1.98912, -0.52557, -2.85413], [-0.35878, 0.03564, -2.46683], [-1.45608, 1.05208, -3.40278], [-3.95945, 0.18321, -1.43707], [-3.73883, 1.69741, -2.31730], [-3.88253, 1.71698, -0.56047], [-3.33729, 2.80576, 1.55506], [-3.15517, 5.25125, 1.63743], [-0.93762, 6.33723, 1.34634], [1.02921, 4.96868, 0.90534], [2.20372, 4.25843, 2.78418], [3.48734, 4.34815, 1.56050], [3.82043, 3.68313, 3.14958], [1.08842, 2.16599, 3.40941], [2.68090, 1.74914, 4.02784], [1.82064, 0.59003, 3.02587], [4.58731, 2.02075, 0.84018], [3.75753, 0.49902, 1.25231], [4.60081, 1.41572, 2.49013], [0.32059, 2.33692, -2.16904], [1.35301, 3.50661, -2.98098], [0.36040, 4.02255, -1.61936], [2.32163, 0.87338, -1.96897], [3.82499, 1.42502, -1.18078], [3.32612, 2.09802, -2.73142], [2.56465, 4.95848, -0.53840], [3.37005, 4.38654, -1.98415], [3.97668, 3.88817, -0.41369], [1.14561, -1.45036, 1.92218], [1.33380, -2.19374, 2.86259], [1.55267, -3.03645, 3.99021], [0.50513, -3.81619, 4.49199], [0.72107, -4.62664, 5.59060], [1.97488, -4.66364, 6.19000], [3.01795, -3.89076, 5.69353], [2.81390, -3.07624, 4.59529], [-0.46699, -3.78381, 4.01663], [-0.08296, -5.23414, 5.98253], [2.13989, -5.30004, 7.04877], [3.98995, -3.92833, 6.16548], [3.61969, -2.47222, 4.19939], [2.46248, -1.03911, -5.11477], [1.80625, -1.34197, -3.84020], [2.44686, -1.59112, -2.72161], [3.76623, -1.52998, -2.65712], [1.55766, -2.14722, -1.30076], [1.69752, -0.82992, -5.85533], [3.05158, -1.89296, -5.45298], [3.09774, -0.15905, -5.01181], [0.81066, -1.50715, -3.83029], [4.33780, -1.39938, -3.48082], [4.22763, -1.82870, -1.81184]],
  "forces_ev_per_a": [[0.21, 0.00, 0.17], [-0.01, -0.02, -0.01], [-0.01, 0.02, 0.01], [0.03, -0.01, 0.02], [-0.03, -0.04, -0.05], [0.01, -0.01, 0.04], [-0.10, 0.06, 0.04], [0.03, 0.00, -0.02], [0.00, -0.02, 0.02], [0.04, 0.01, 0.02], [0.02, -0.03, -0.04], [0.29, 0.01, -0.02], [-0.14, 0.00, 0.03], [-0.12, -0.01, 0.07], [0.02, -0.04, -0.07], [0.01, 0.03, -0.02], [-0.10, -0.02, 0.06], [-0.02, 0.02, 0.05], [0.03, -0.01, -0.01], [0.00, -0.03, 0.00], [0.01, 0.04, -0.03], [0.05, 0.02, -0.12], [-0.14, 0.10, -0.07], [-0.03, -0.04, 0.09], [-0.01, 0.01, -0.03], [-0.01, -0.01, -0.04], [0.00, 0.00, -0.02], [0.05, 0.02, -0.04], [-0.02, -0.07, 0.02], [-0.04, -0.01, -0.01], [0.02, -0.02, 0.01], [0.00, 0.00, 0.01], [0.00, 0.00, 0.00], [0.00, 0.00, 0.00], [-0.01, 0.01, 0.00], [0.01, 0.02, 0.00], [-0.02, 0.00, -0.01], [-0.01, -0.01, 0.01], [-0.02, -0.01, -0.01], [-0.02, 0.00, 0.00], [0.00, 0.00, 0.00], [0.00, 0.00, 0.00], [0.00, 0.00, 0.00], [0.00, 0.00, -0.02], [-0.01, 0.00, 0.00], [0.00, 0.00, 0.00], [0.04, -0.02, 0.01], [0.06, 0.00, 0.00], [0.00, -0.02, 0.03], [0.01, 0.06, 0.02], [-0.04, -0.01, -0.01], [0.00, 0.00, 0.00], [0.00, 0.01, 0.01], [-0.01, -0.01, 0.00], [0.00, 0.00, 0.00], [0.00, 0.00, 0.00], [0.00, 0.00, 0.00], [0.00, 0.00, 0.00], [0.00, 0.01, 0.00], [0.01, -0.02, 0.02], [0.00, 0.00, 0.01], [0.00, 0.01, 0.01], [0.00, 0.00, 0.01], [0.02, 0.01, 0.00], [-0.01, -0.01, 0.00], [0.01, -0.01, 0.01], [0.01, 0.01, 0.00], [0.02, 0.02, 0.01], [0.00, 0.01, 0.00], [0.00, 0.00, 0.01], [0.03, 0.01, -0.01], [-0.02, -0.03, 0.00], [0.03, 0.00, 0.01], [0.00, -0.01, 0.01], [-0.01, 0.01, 0.00], [0.00, 0.00, -0.02], [-0.12, -0.10, 0.04], [-0.02, 0.05, -0.09], [0.07, -0.05, 0.07], [0.02, 0.04, -0.03], [0.03, -0.02, 0.04], [0.00, 0.02, -0.02], [-0.02, -0.03, 0.03], [-0.06, 0.03, -0.04], [0.00, -0.01, -0.01], [-0.01, 0.00, -0.01], [0.00, 0.00, 0.00], [0.00, 0.01, -0.01], [0.01, -0.01, 0.00], [-0.01, 0.00, 0.00], [0.01, -0.01, 0.04], [-0.05, -0.05, -0.07], [-0.03, -0.03, 0.01], [0.02, 0.16, -0.05], [0.00, 0.00, 0.00], [0.00, 0.00, 0.00], [0.00, 0.00, -0.01], [0.00, 0.02, -0.02], [0.00, 0.00, 0.00], [0.02, 0.00, 0.01]]
}


[3]
{
  "formula": "C10H10Cl2NS",
  "method": "ωB97M-V with the def2-TZVPD basis set",
  "fmax_ev_per_a": 3.93,
  "relative_energy_ev": 0.0000,
  "total_charge": 1,
  "elements": ["C", "C", "C", "C", "C", "C", "C", "C", "C", "C", "N", "S", "Cl", "Cl", "H", "H", "H", "H", "H", "H", "H", "H", "H", "H"],
  "positions_angstrom": [[-3.27340, -2.16366, 0.77506], [-1.91607, -2.31096, 0.53167], [-3.90239, -0.95468, 0.62238], [-1.75625, -0.08101, -0.25508], [-1.11238, -1.27395, 0.04080], [-3.11101, 0.12174, 0.21529], [2.02930, 1.89446, -0.95885], [1.01089, 2.42106, -0.26330], [1.94186, 0.52280, 0.92993], [3.86601, 0.21178, -0.66686], [2.58912, 0.76894, -0.17510], [0.58664, 1.57905, 1.12277], [0.55633, -1.55549, -0.35868], [-3.66408, 1.70849, -0.01798], [-3.83497, -2.91461, 1.13999], [-1.49173, -3.19599, 0.71375], [-4.89502, -0.90670, 0.76292], [2.60483, 2.01544, -1.89805], [0.48561, 3.37693, -0.63722], [-1.34613, 0.64280, -0.87726], [3.62254, -0.81571, -1.03036], [4.11385, 0.81580, -1.53283], [4.66695, 0.25989, 0.11010], [2.22952, -0.16642, 1.70693]],
  "forces_ev_per_a": [[2.34, 2.19, -0.93], [-0.78, 2.59, -0.26], [3.68, 1.15, -0.76], [-1.83, -1.22, 1.80], [-1.94, -0.13, -0.30], [1.73, -1.33, -1.40], [1.72, -2.73, 1.53], [-0.87, 2.70, -2.63], [-0.72, 1.13, -0.02], [-0.47, -1.08, 0.26], [-0.07, 2.35, -1.13], [0.97, -0.63, 1.01], [-0.49, -0.40, -0.25], [-0.75, 0.73, 0.01], [-1.55, -2.81, 1.00], [1.62, -3.38, 0.67], [-3.34, 0.65, 0.69], [-1.08, 0.68, 0.76], [0.58, -1.90, 0.91], [0.87, 1.36, -0.63], [0.67, 0.62, 0.46], [0.41, -0.11, 0.10], [-0.78, -0.19, -0.70], [0.07, -0.23, -0.19]]
}


no.,HOMO-LUMO gap (eV)
1,4.5
2,5.1
3,8.0